105
Properties=species:S:1:pos:R:3 method="wB97M-V/def2-TZVPD" e_tot_ev=-38069.1483 homo_energy_ev=-9.19 smiles=CCOCBCCCCCCCCCOC.CCCCCC.CCCCCC.CCCCCC lumo_energy_ev=0.67 gap_ev=9.9
C 5.3394 -3.9463 -0.2784
C 5.6467 -2.8110 -1.2456
O 5.3060 -1.5541 -0.6857
C 4.1414 -0.9579 -1.2495
B 4.3209 -0.2532 -2.6348
C 3.1370 0.3316 -3.4746
C 1.6909 -0.0257 -3.0904
C 1.0821 0.8232 -1.9538
C 0.7978 0.0890 -0.6302
C -0.5162 0.4524 0.0932
C -1.5205 -0.6999 0.2035
C -2.4349 -0.9662 -0.9985
C -1.7637 -0.9187 -2.3718
C -2.5811 -1.5452 -3.5100
O -1.9681 -2.7128 -4.0250
C -2.2618 -3.9106 -3.3402
H 5.5397 -3.6098 0.7398
H 5.9675 -4.8158 -0.4826
H 4.2964 -4.2618 -0.3326
H 6.7109 -2.7941 -1.4945
H 5.1028 -2.9566 -2.1880
H 3.3105 -1.6819 -1.2629
H 3.8154 -0.1898 -0.5326
H 5.4367 -0.1388 -3.0545
H 3.2567 1.4259 -3.4821
H 3.3359 0.0511 -4.5167
H 1.6430 -1.0836 -2.8094
H 1.0575 0.0620 -3.9760
H 0.1498 1.2688 -2.3055
H 1.7488 1.6669 -1.7458
H 1.6233 0.2893 0.0555
H 0.8101 -0.9918 -0.8025
H -0.2707 0.7635 1.1111
H -0.9808 1.3282 -0.3776
H -0.9623 -1.6113 0.4420
H -2.1750 -0.5186 1.0609
H -2.8901 -1.9537 -0.8638
H -3.2632 -0.2485 -0.9862
H -1.5434 0.1223 -2.6160
H -0.8044 -1.4432 -2.3436
H -2.6562 -0.8605 -4.3548
H -3.6040 -1.7671 -3.1757
H -1.3486 -4.5047 -3.2748
H -2.6247 -3.7286 -2.3232
H -3.0182 -4.4886 -3.8829
C -1.8085 6.8184 -3.6651
C -2.2595 6.8334 -2.2086
C -1.3453 6.0380 -1.2779
C -1.2252 4.5512 -1.6157
C -2.5494 3.7900 -1.6474
C -3.2843 3.7805 -0.3121
H -1.8141 5.8086 -4.0787
H -2.4627 7.4302 -4.2873
H -0.7933 7.2100 -3.7615
H -3.2821 6.4511 -2.1398
H -2.3019 7.8666 -1.8546
H -1.6991 6.1514 -0.2491
H -0.3438 6.4796 -1.3005
H -0.5668 4.0810 -0.8778
H -0.7235 4.4324 -2.5800
H -2.3445 2.7555 -1.9426
H -3.2022 4.1986 -2.4240
H -2.6578 3.3364 0.4643
H -4.2031 3.1955 -0.3731
H -3.5560 4.7868 0.0109
C 0.6885 -4.2540 -0.6302
C 0.2643 -4.3599 0.8306
C 1.2688 -5.1051 1.7081
C 1.5274 -6.5554 1.2950
C 0.2794 -7.4344 1.2267
C -0.4580 -7.5503 2.5563
H 0.7819 -5.2359 -1.0972
H -0.0393 -3.6827 -1.2108
H 1.6543 -3.7494 -0.7183
H -0.7165 -4.8409 0.8917
H 0.1325 -3.3543 1.2386
H 0.9264 -5.0730 2.7458
H 2.2213 -4.5655 1.6904
H 2.2337 -6.9968 2.0054
H 2.0292 -6.5752 0.3234
H 0.5745 -8.4314 0.8896
H -0.4041 -7.0507 0.4634
H 0.1999 -7.9493 3.3317
H -1.3184 -8.2154 2.4740
H -0.8246 -6.5817 2.9000
C -0.2978 3.9469 2.3233
C -1.4304 3.9692 3.3438
C -1.0107 4.5059 4.7111
C 0.0946 3.7018 5.3993
C -0.2154 2.2171 5.5852
C -1.4542 1.9538 6.4344
H 0.5182 3.2932 2.6368
H -0.6536 3.5818 1.3597
H 0.1124 4.9482 2.1717
H -1.8450 2.9622 3.4502
H -2.2451 4.5895 2.9595
H -1.8895 4.5512 5.3598
H -0.6681 5.5392 4.5966
H 0.2897 4.1490 6.3792
H 1.0252 3.8011 4.8341
H 0.6496 1.7371 6.0501
H -0.3347 1.7378 4.6089
H -1.3515 2.4080 7.4225
H -1.6173 0.8845 6.5740
H -2.3538 2.3648 5.9733